# 1
Entry from OMol25: C11H19Br12N2 as an isolated structure in a non-equilibrium geometry (ωB97M-V/def2-TZVPD).

Computed properties:
HOMO level   -1.62 eV
F_max   4.27 eV/Å
Energy above the lowest of the compared OMol25 structures with the same formula, charge and spin   1.363 eV
E_LUMO   1.118 eV
Charge   -1

```
44
Properties=species:S:1:pos:R:3:lowdin_charge:R:1
C 0.22 -3.58 1.67 -0.152
C 0.70 -2.11 1.91 -0.230
C 0.50 -1.24 0.57 -0.461
C 0.52 0.29 0.94 -0.168
N -0.73 -1.71 -0.06 -0.119
N -1.73 -0.80 0.15 -0.119
C -2.89 -1.28 0.56 -0.405
C -3.57 -0.52 1.76 -0.089
C -3.55 -2.50 -0.15 -0.113
H -0.89 -3.63 1.63 0.052
H 0.68 -4.02 0.75 0.067
H 0.52 -4.25 2.53 0.050
H 1.79 -2.10 2.22 0.090
H 0.13 -1.57 2.70 0.087
H 1.43 -1.43 -0.05 0.103
H 0.05 0.93 0.16 -0.101
H 1.59 0.59 1.00 0.018
H 0.00 0.48 1.92 0.063
H -2.80 -0.11 2.46 0.053
H -4.10 0.36 1.31 0.055
H -4.25 -1.17 2.34 0.002
H -3.91 -2.23 -1.18 0.060
H -4.45 -2.90 0.38 -0.042
H -2.78 -3.30 -0.30 0.052
C -0.27 2.65 -2.91 -1.588
Br 1.60 3.13 -2.69 0.515
Br -0.68 2.30 -4.78 0.515
Br -0.81 1.19 -1.77 0.749
H -0.85 3.51 -2.62 -0.037
C -7.10 -3.24 2.29 -1.603
Br -7.52 -2.83 0.44 0.568
Br -5.50 -4.32 2.45 0.599
Br -7.02 -1.64 3.38 0.567
H -7.92 -3.84 2.67 -0.041
C 4.72 2.76 0.11 -1.595
Br 4.55 0.84 0.04 0.583
Br 5.26 3.49 -1.60 0.481
Br 3.12 3.62 0.78 0.553
H 5.52 2.98 0.81 -0.035
C 8.16 5.35 -4.40 -1.610
Br 8.76 5.94 -2.66 0.560
Br 6.37 4.62 -4.34 0.539
Br 8.32 6.75 -5.73 0.555
H 8.82 4.54 -4.71 -0.029
```

---

# 2
Entry from OMol25: a 2-piece molecular cluster, C11H19BrFN4O2S overall in a non-equilibrium geometry (ωB97M-V/def2-TZVPD).

Computed properties:
HOMO level   -12.39 eV
F_max   1.19 eV/Å
E_LUMO   -3.469 eV
Charge   +1

```
39
Properties=species:S:1:pos:R:3:lowdin_charge:R:1
C 4.87 1.07 0.97 -0.115
C 4.24 2.23 1.77 -0.763
Br 5.19 2.46 3.46 0.759
C 2.76 1.99 2.13 -0.391
S 1.64 2.93 1.08 1.215
F 2.52 3.14 -0.23 -0.286
C 0.44 1.74 0.47 -0.229
C -0.36 1.25 1.71 -0.720
N -0.22 2.37 2.65 0.053
N 0.15 0.06 2.33 0.116
N -1.74 0.99 1.37 0.107
H 5.31 1.46 0.06 0.087
H 4.11 0.35 0.66 0.075
H 5.61 0.55 1.56 0.062
H 4.39 3.15 1.22 0.072
H 2.54 0.94 2.01 0.079
H 2.52 2.27 3.15 0.068
H -0.18 2.30 -0.22 0.104
H 0.97 0.95 -0.07 0.115
H -0.89 3.09 2.38 0.105
H -0.48 2.04 3.57 0.115
H 0.71 0.24 3.15 0.083
H 0.63 -0.57 1.70 0.092
H -2.10 1.65 0.69 0.084
H -1.80 0.05 0.99 0.039
C -3.16 -3.85 -4.29 -0.053
C -1.92 -3.80 -3.67 -0.055
C -1.73 -3.01 -2.55 -0.003
C -2.81 -2.27 -2.07 -0.150
C -4.05 -2.31 -2.68 0.006
C -4.22 -3.10 -3.80 -0.051
N -2.64 -1.45 -0.88 -0.327
O -1.52 -1.41 -0.35 0.024
O -3.59 -0.84 -0.45 0.100
H -3.29 -4.47 -5.16 0.114
H -1.09 -4.38 -4.05 0.113
H -0.78 -2.96 -2.05 0.116
H -4.87 -1.72 -2.29 0.123
H -5.18 -3.14 -4.29 0.115
```

---

# 3
Entry from OMol25: one molecule with the formula C11H19N in a non-equilibrium geometry (ωB97M-V/def2-TZVPD).

Computed properties:
HOMO level   -8.92 eV
F_max   4.92 eV/Å
Energy above the lowest of the compared OMol25 structures with the same formula, charge and spin   2.431 eV
E_LUMO   0.845 eV
Charge   0

```
31
Properties=species:S:1:pos:R:3:lowdin_charge:R:1
C 2.10 -0.71 -1.95 0.067
C 1.23 -0.60 -0.88 -0.216
C 1.18 -1.36 0.41 -0.242
C -0.08 -2.18 0.38 -0.122
C -1.23 -1.13 0.50 -0.093
C -0.43 0.21 0.48 -0.382
C -1.29 1.34 1.20 -0.185
N -1.72 0.95 2.52 -0.006
C 0.70 -0.26 1.31 -0.131
C 0.21 0.54 -0.84 -0.469
C 0.91 1.91 -0.79 -0.018
C -0.72 0.42 -2.04 -0.031
H 2.92 -1.43 -1.84 0.048
H 2.30 -0.04 -2.85 0.083
H 2.06 -1.98 0.74 0.166
H -0.08 -2.75 1.31 0.117
H -0.18 -2.82 -0.46 0.104
H -1.94 -1.26 1.34 0.100
H -1.94 -1.33 -0.31 0.105
H -2.23 1.50 0.73 0.111
H -0.87 2.24 1.31 0.066
H -2.34 0.11 2.50 0.072
H -0.89 0.70 3.07 0.065
H 0.40 -0.62 2.25 0.113
H 1.46 0.54 1.32 0.143
H 0.31 2.63 -1.28 0.069
H 1.94 1.86 -1.26 0.104
H 1.09 2.26 0.24 0.084
H -0.16 0.86 -2.91 0.096
H -1.70 0.99 -1.93 0.110
H -0.99 -0.61 -2.23 0.073
```

---

# 4
Entry from OMol25: an isolated ion of composition C11H19N4 and charge +1 in a non-equilibrium geometry (ωB97M-V/def2-TZVPD).

Computed properties:
HOMO level   -12.13 eV
F_max   4.11 eV/Å
Energy above the lowest of the compared OMol25 structures with the same formula, charge and spin   3.652 eV
E_LUMO   -3.646 eV
Charge   +1

```
34
Properties=species:S:1:pos:R:3:lowdin_charge:R:1
C -0.67 -1.23 2.23 0.006
N 0.12 -0.84 1.06 -0.077
C -0.62 -0.21 0.05 -0.159
C -1.22 0.97 0.04 -0.045
C -1.84 1.65 -1.10 -0.640
C -1.64 0.85 -2.42 -0.064
C -1.04 2.99 -1.23 -0.049
C -3.33 1.94 -0.77 -0.052
C 1.38 -1.10 0.69 -0.118
N 1.88 -0.58 -0.45 0.065
N 2.96 -0.89 -1.09 0.050
C 3.80 -1.73 -0.59 -0.149
C 3.64 -2.24 0.70 0.020
C 2.44 -1.85 1.43 -0.190
N 2.37 -2.18 2.75 0.100
H -0.48 -0.55 3.10 0.120
H -1.69 -1.10 1.85 0.103
H -0.56 -2.25 2.53 0.079
H -0.69 -0.91 -0.71 0.111
H -1.15 1.66 0.98 0.178
H -2.36 1.22 -3.23 0.114
H -2.07 -0.19 -2.27 0.093
H -0.53 0.79 -2.66 0.099
H -0.10 2.89 -0.69 0.068
H -0.86 3.15 -2.34 0.099
H -1.54 3.97 -0.90 0.114
H -3.71 2.51 -1.74 0.128
H -3.22 2.62 0.14 0.087
H -4.01 1.05 -0.41 0.115
H 1.15 -0.12 -1.12 0.198
H 4.70 -2.00 -1.22 0.149
H 4.46 -2.99 1.11 0.165
H 3.07 -2.87 3.15 0.147
H 1.37 -2.43 3.13 0.134
```

---

# 5
Entry from OMol25: C11H19NORu as an isolated structure in a non-equilibrium geometry (ωB97M-V/def2-TZVPD).

Computed properties:
HOMO level (alpha / beta)   -5.95 / -7.60 eV
F_max   5.45 eV/Å
E_LUMO (alpha / beta)   0.757 / -1.250 eV
Charge   0
Spin multiplicity   5

```
33
Properties=species:S:1:pos:R:3:lowdin_charge:R:1
C 2.31 -1.55 -2.09 -0.212
C 1.22 -2.48 -1.95 -0.197
C 0.95 -2.64 -0.54 -0.200
C 1.90 -1.83 0.19 -0.206
C 2.75 -1.17 -0.76 -0.177
Ru 0.54 -0.52 -1.08 1.343
N -0.31 1.24 -1.88 -0.135
C -1.58 0.84 -2.32 -0.368
C -1.34 -0.69 -1.96 -0.220
H 0.20 -3.30 -0.10 0.112
H 0.71 -3.00 -2.76 0.109
H 1.99 -1.78 1.27 0.101
H 3.59 -0.53 -0.53 0.104
H 2.75 -1.22 -3.03 0.098
H -1.32 -1.26 -2.89 0.041
H -1.72 0.94 -3.42 0.103
H -0.08 2.23 -1.80 0.055
H -2.12 -1.03 -1.27 0.055
H -2.42 1.24 -1.73 0.107
C -1.91 0.73 2.31 -0.052
C -0.52 0.91 1.70 -0.729
C -0.36 2.36 1.25 -0.064
C 0.54 0.63 2.76 -0.060
O -0.44 -0.05 0.66 -0.323
H -2.04 1.39 3.18 0.082
H -2.05 -0.30 2.64 0.083
H -2.68 0.97 1.58 0.080
H -0.50 3.01 2.12 0.085
H 0.65 2.54 0.86 0.076
H -1.09 2.63 0.49 0.070
H 0.47 -0.40 3.12 0.081
H 1.54 0.80 2.35 0.076
H 0.39 1.31 3.61 0.083
```

---

# 6
Entry from OMol25: C11H20AsN3O7RhS3 as an isolated structure in a non-equilibrium geometry (ωB97M-V/def2-TZVPD).

Computed properties:
HOMO level (alpha / beta)   -12.11 / -12.08 eV
F_max   2.61 eV/Å
Energy above the lowest of the compared OMol25 structures with the same formula, charge and spin   1.535 eV
E_LUMO (alpha / beta)   -2.784 / -6.837 eV
Charge   +1
Spin multiplicity   5

```
46
Properties=species:S:1:pos:R:3:lowdin_charge:R:1
Rh 0.55 -0.32 0.36 0.996
N 1.05 -2.09 2.07 0.008
N 0.66 -3.28 1.43 -0.047
C 0.58 -3.30 0.09 -0.803
N -0.07 -4.26 -0.55 0.175
S 1.57 -2.23 -0.82 0.764
H 1.94 -2.22 2.56 0.120
H 0.34 -1.76 2.73 0.123
H 0.00 -3.86 1.94 0.172
H -0.82 -4.78 -0.11 0.138
H -0.11 -4.20 -1.56 0.126
O -1.63 -1.58 -2.35 -0.236
As -2.37 -1.77 -0.78 0.859
O -3.00 -3.25 -0.74 -0.428
O -1.21 -1.68 0.41 -0.516
C -3.70 -0.36 -0.50 -0.236
C -5.03 -0.73 -0.57 -0.060
C -6.00 0.23 -0.34 -0.047
C -5.64 1.53 -0.03 -0.042
C -4.30 1.89 0.05 -0.037
C -3.34 0.93 -0.20 -0.266
S -1.61 1.43 -0.07 0.504
O -0.84 0.70 -1.14 -0.434
O -1.57 2.85 -0.25 -0.258
O -1.17 0.94 1.24 -0.367
H -1.25 -0.70 -2.42 0.012
H -5.27 -1.77 -0.79 0.112
H -7.05 -0.05 -0.41 0.116
H -6.40 2.28 0.13 0.115
H -3.98 2.89 0.28 0.118
C 5.05 -0.15 -0.39 -0.127
C 4.32 0.71 0.61 -0.325
S 2.63 1.12 0.00 0.885
O 1.85 1.33 1.25 -0.543
C 2.86 2.80 -0.74 -0.324
C 3.12 3.88 0.29 -0.106
H 6.04 -0.40 -0.02 0.090
H 5.17 0.35 -1.34 0.080
H 4.51 -1.08 -0.56 0.051
H 4.84 1.64 0.81 0.093
H 4.16 0.19 1.55 0.096
H 1.92 2.98 -1.26 0.096
H 3.66 2.69 -1.46 0.098
H 2.49 3.73 1.16 0.080
H 2.88 4.85 -0.14 0.095
H 4.17 3.90 0.60 0.078
```

---

# 7
Entry from OMol25: C11H20BF6N2OPPt as an isolated structure (ωB97M-V/def2-TZVPD).

Computed properties:
HOMO level (alpha / beta)   -12.23 / -12.19 eV
F_max   0.39 eV/Å
Energy above the lowest of the compared OMol25 structures with the same formula, charge and spin   1.333 eV
E_LUMO (alpha / beta)   -3.288 / -7.414 eV
Charge   +1
Spin multiplicity   4

```
43
Properties=species:S:1:pos:R:3:lowdin_charge:R:1
Pt 0.77 -0.09 -1.19 1.473
C -1.83 1.80 1.39 0.036
N -1.12 1.02 2.46 -0.158
C -2.08 0.59 3.52 0.018
C -0.26 -0.11 1.91 -0.070
C -1.00 -1.06 1.01 -0.238
C -1.83 -2.03 1.54 -0.020
C -2.56 -2.89 0.71 -0.008
C -2.43 -2.81 -0.67 -0.036
C -1.56 -1.89 -1.22 -0.066
C -0.80 -1.03 -0.40 -0.249
H -2.40 2.58 1.87 0.117
H -2.49 1.12 0.86 0.115
H -1.09 2.22 0.72 0.063
H -0.45 1.65 2.90 0.189
H -2.85 -0.02 3.07 0.101
H -2.52 1.49 3.95 0.113
H -1.53 0.04 4.28 0.113
H 0.14 -0.62 2.79 0.148
H 0.56 0.38 1.40 0.094
H -1.92 -2.13 2.62 0.123
H -3.21 -3.63 1.16 0.125
H -3.00 -3.47 -1.31 0.123
H -1.44 -1.84 -2.30 0.101
F -0.48 1.95 -1.68 -0.255
P 0.79 3.03 -1.41 0.193
F 1.71 1.88 -2.21 -0.233
F 0.45 3.74 -2.77 -0.074
F 2.05 3.90 -1.12 -0.064
F -0.19 3.94 -0.56 -0.099
F 1.09 2.12 -0.03 -0.253
B 4.60 -1.42 0.97 -0.375
C 3.46 -1.05 0.00 -0.177
N 2.59 -0.77 -0.73 -0.055
H 5.51 -0.68 0.66 0.035
H 4.18 -1.22 2.08 0.017
H 4.89 -2.56 0.72 0.027
C 1.04 -0.04 -4.40 -0.052
O 0.67 -0.92 -3.30 -0.235
H 0.86 -0.57 -5.33 0.100
H 2.08 0.27 -4.31 0.093
H 0.38 0.83 -4.33 0.088
H 1.23 -1.71 -3.34 0.111
```

---

# 8
Entry from OMol25: one molecule with the formula C11H20BNO2 (ωB97M-V/def2-TZVPD).

Computed properties:
HOMO level   -10.29 eV
F_max   0.83 eV/Å
Energy above the lowest of the compared OMol25 structures with the same formula, charge and spin   0.000 eV
E_LUMO   0.616 eV
Charge   0

```
35
Properties=species:S:1:pos:R:3:lowdin_charge:R:1
C -2.74 -1.52 -0.48 -0.035
C -1.96 -0.33 -1.03 -0.422
C -2.83 0.93 -0.96 -0.037
C -1.61 -0.62 -2.51 -0.133
C -0.78 0.42 -3.05 -0.234
N -0.12 1.26 -3.47 0.175
B -0.60 -0.13 -0.21 -0.624
O -0.46 0.70 0.86 0.165
C 0.85 0.52 1.42 -0.450
C 0.67 -0.31 2.69 -0.005
C 1.43 1.89 1.78 -0.001
C 1.62 -0.25 0.28 -0.450
C 2.52 -1.37 0.77 -0.003
C 2.41 0.68 -0.64 -0.004
O 0.55 -0.80 -0.50 0.156
H -3.66 -1.68 -1.05 0.088
H -2.15 -2.43 -0.52 0.089
H -3.02 -1.33 0.56 0.092
H -3.78 0.77 -1.48 0.090
H -3.04 1.18 0.07 0.089
H -2.33 1.77 -1.42 0.087
H -1.06 -1.56 -2.58 0.135
H -2.52 -0.70 -3.11 0.136
H -0.01 0.22 3.36 0.093
H 1.62 -0.45 3.20 0.090
H 0.23 -1.27 2.46 0.094
H 0.83 2.33 2.57 0.091
H 1.41 2.56 0.92 0.088
H 2.45 1.78 2.13 0.094
H 3.01 -1.83 -0.09 0.092
H 1.96 -2.14 1.28 0.084
H 3.29 -0.98 1.43 0.094
H 2.78 0.10 -1.49 0.096
H 3.25 1.13 -0.13 0.090
H 1.76 1.46 -1.04 0.089
```